Record 1
Entry from the Open Molecules 2025 dataset: a 11-piece molecular cluster, C17H39N9O22 overall in a non-equilibrium geometry (the ωB97M-V functional and the def2-TZVPD basis).

Computed properties:
Energy relative to the best compared isomer or geometry (same formula, charge and spin) = 2.532 eV
HOMO-LUMO gap = 9.90 eV
Maximum force = 0.0620 Eh/bohr
SMILES = C[N+](=O)[O-].C[N+](=O)[O-].C[N+](=O)[O-].C[N+](=O)[O-].C[N+](=O)[O-].C[N+](=O)[O-].C[N+](=O)[O-].C[N+](=O)[O-].C[N+](=O)[O-].O=C1CCCO1.O=C1CCCO1
HOMO level = -10.208 eV

CARTESIAN COORDINATES (ANGSTROEM)
1 O 2.114 -18.526 -9.500
2 O 3.142 -22.379 -7.494
3 O 1.997 -17.641 -3.668
4 O 4.875 -15.542 -3.969
5 O 6.849 -20.126 -6.436
6 O 4.647 -17.127 -7.051
7 O 7.735 -18.053 -6.333
8 O 6.639 -15.959 -2.788
9 O 4.176 -19.949 -12.440
10 O -0.961 -17.636 -6.685
11 O -0.816 -21.270 -10.969
12 O 5.064 -18.760 -8.394
13 O 3.577 -22.164 -0.583
14 O 0.043 -19.537 -6.966
15 O 3.239 -13.271 -5.226
16 O 4.968 -12.996 -6.532
17 O 2.938 -23.901 -5.929
18 O 4.154 -22.187 -2.719
19 O 1.699 -16.126 -5.157
20 O -0.135 -22.887 -9.717
21 O 2.556 -18.601 -12.731
22 O 1.770 -16.360 -9.530
23 N 3.831 -13.435 -6.275
24 N 1.459 -17.524 -9.809
25 N 0.036 -22.058 -10.640
26 N -0.618 -18.763 -6.323
27 N 2.480 -23.037 -6.638
28 N 1.885 -16.474 -4.013
29 N 3.639 -18.883 -12.297
30 N 6.083 -15.671 -3.844
31 N 4.521 -18.273 -7.406
32 C 4.775 -21.344 -3.694
33 C 0.202 -17.759 -10.570
34 C 3.738 -19.105 -6.479
35 C 8.070 -19.504 -8.338
36 C 4.378 -17.821 -11.501
37 C 7.547 -19.081 -6.945
38 C 6.926 -15.395 -5.063
39 C 1.949 -15.421 -2.955
40 C 4.834 -20.323 -1.591
41 C -0.908 -19.245 -4.914
42 C 1.085 -22.718 -6.388
43 C 4.056 -21.613 -1.514
44 C 6.811 -21.279 -7.372
45 C 1.412 -22.062 -11.282
46 C 5.604 -20.300 -2.920
47 C 3.198 -14.332 -7.328
48 C 7.929 -21.067 -8.323
49 H 3.961 -17.919 -10.483
50 H 2.752 -15.719 -2.316
51 H 6.889 -16.309 -5.690
52 H 2.261 -14.494 -3.477
53 H 0.593 -22.250 -7.216
54 H 4.002 -14.662 -7.971
55 H -1.186 -18.402 -4.320
56 H 6.572 -20.736 -2.786
57 H 5.659 -19.292 -3.392
58 H 4.189 -20.093 -6.439
59 H 3.694 -18.520 -5.573
60 H 3.997 -16.837 -11.909
61 H 5.529 -20.253 -0.749
62 H 2.140 -21.901 -10.461
63 H 9.106 -19.088 -8.386
64 H 6.861 -22.163 -6.768
65 H 7.977 -15.332 -4.755
66 H -0.178 -18.729 -10.292
67 H 7.681 -21.386 -9.375
68 H 5.826 -21.270 -7.807
69 H 0.430 -17.718 -11.623
70 H 5.463 -21.961 -4.315
71 H 1.091 -22.102 -5.515
72 H 5.443 -17.942 -11.525
73 H 1.551 -23.037 -11.774
74 H 7.420 -19.049 -9.166
75 H 0.954 -15.299 -2.556
76 H 3.940 -20.983 -4.246
77 H 2.731 -19.158 -6.850
78 H 8.752 -21.588 -7.959
79 H 0.572 -23.633 -6.218
80 H 0.065 -19.690 -4.589
81 H 1.441 -21.312 -12.045
82 H 6.466 -14.517 -5.527
83 H -1.697 -19.992 -4.982
84 H 4.159 -19.420 -1.600
85 H -0.510 -17.027 -10.230
86 H 2.776 -15.071 -6.680
87 H 2.377 -13.764 -7.849

***

Record 2
Entry from the Open Molecules 2025 dataset: C17H39O2P3Ti as an isolated structure in a non-equilibrium geometry (the ωB97M-V functional and the def2-TZVPD basis).

Computed properties:
Energy relative to the best compared isomer or geometry (same formula, charge and spin) = 0.000 eV
HOMO-LUMO gap (spin up / spin down) = 4.89 / 5.99 eV
Multiplicity = 2
Maximum force = 0.0513 Eh/bohr
Charge = +3
HOMO level (spin up / spin down) = -16.234 / -17.323 eV
⟨S²⟩ = 0.753

CARTESIAN COORDINATES (ANGSTROEM)
1 Ti -0.023 0.183 0.243
2 P 0.038 -2.306 -0.015
3 P -2.459 -0.184 0.874
4 P 2.314 -0.244 1.168
5 O -0.153 2.165 1.017
6 O -0.088 0.350 -1.474
7 C -0.765 0.816 -5.535
8 C 0.017 -0.247 -5.074
9 C -0.036 -3.410 1.451
10 C -1.294 1.738 -4.627
11 C -1.052 1.604 -3.262
12 C 0.273 -0.402 -3.712
13 C 3.491 0.047 -0.211
14 C -3.536 -0.339 -0.601
15 C 2.835 1.010 2.384
16 C 2.981 -1.755 1.963
17 C 1.425 4.144 2.940
18 C -3.229 1.258 1.693
19 C 0.907 4.861 1.767
20 C -1.305 -2.964 -1.074
21 C 1.489 -2.943 -0.939
22 C -3.033 -1.532 1.967
23 C -0.278 0.517 -2.801
24 H 1.572 5.050 0.926
25 H 3.037 1.967 1.889
26 H 4.215 -0.776 -0.268
27 H 3.698 -1.453 2.739
28 H 2.285 -3.268 -0.261
29 H 0.923 -3.929 1.571
30 H 3.498 -2.393 1.236
31 H 3.739 0.671 2.904
32 H -1.904 2.570 -4.980
33 H -3.064 2.178 1.116
34 H 1.163 -3.799 -1.545
35 H 0.857 4.278 3.874
36 H 2.506 4.199 3.132
37 H 1.193 3.038 2.547
38 H 2.179 -2.327 2.443
39 H -2.363 -2.399 1.931
40 H -2.822 1.378 2.707
41 H -0.805 2.398 1.705
42 H 0.884 -1.222 -3.329
43 H -3.166 0.316 -1.401
44 H -0.243 -2.832 2.359
45 H -1.446 2.316 -2.531
46 H 2.953 0.124 -1.165
47 H 1.889 -2.175 -1.613
48 H 4.021 0.990 -0.026
49 H 0.272 3.021 0.757
50 H -0.974 -3.928 -1.485
51 H 2.039 1.148 3.126
52 H -2.231 -3.112 -0.506
53 H -4.554 -0.029 -0.331
54 H -1.503 -2.282 -1.910
55 H -3.550 -1.370 -0.974
56 H -3.052 -1.152 2.996
57 H -0.957 0.929 -6.604
58 H -0.832 -4.152 1.306
59 H 0.433 -0.968 -5.776
60 H -4.313 1.093 1.770
61 H -0.047 5.377 1.850
62 H -4.046 -1.845 1.682

***

Record 3
Entry from the Open Molecules 2025 dataset: a 3-piece molecular cluster, C17H40FN4O8P2 overall in a non-equilibrium geometry (the ωB97M-V functional and the def2-TZVPD basis).

Computed properties:
HOMO-LUMO gap = 8.41 eV
Maximum force = 0.0953 Eh/bohr
Charge = +1
HOMO level = -11.563 eV

CARTESIAN COORDINATES (ANGSTROEM)
1 P 1.059 0.571 1.057
2 P -3.193 3.034 -4.949
3 F 7.432 -5.787 6.422
4 O -3.704 2.129 -6.132
5 O 2.121 1.368 0.434
6 O 0.125 0.599 2.334
7 O -2.285 2.933 -3.797
8 O -4.643 3.329 -4.295
9 O -0.119 0.511 -0.030
10 O 1.524 -0.985 1.074
11 O -2.959 4.438 -5.698
12 N 1.974 -2.948 5.932
13 N 1.704 -5.045 5.388
14 N 4.311 -2.963 6.281
15 N 3.034 -4.856 5.611
16 C 6.062 -4.393 5.112
17 C -1.453 3.796 -7.537
18 C -1.314 0.531 2.341
19 C 0.558 0.303 -2.358
20 C -4.848 3.406 -2.887
21 C 5.636 -3.580 6.358
22 C -1.832 -0.855 2.039
23 C -1.700 4.692 -6.339
24 C 1.104 -3.874 5.602
25 C -4.678 4.823 -2.381
26 C 2.434 -1.204 3.343
27 C -0.045 1.191 -1.293
28 C -5.073 1.796 -6.439
29 C 3.177 -3.555 5.960
30 C 6.417 -5.829 5.486
31 C 2.661 -1.354 1.848
32 C -5.826 2.949 -7.058
33 H -1.068 1.449 -1.568
34 H -0.536 4.092 -8.047
35 H -5.574 1.394 -5.562
36 H 6.823 -6.333 4.608
37 H -6.872 2.672 -7.188
38 H 3.525 -0.764 1.529
39 H -0.895 4.586 -5.607
40 H -1.439 -1.245 1.102
41 H 0.735 0.869 -3.272
42 H 1.538 -1.739 3.652
43 H 6.335 -2.753 6.454
44 H -2.920 -0.832 1.969
45 H 4.223 -1.993 6.546
46 H 6.985 -3.964 4.729
47 H -0.117 -0.523 -2.589
48 H 1.498 -0.138 -2.025
49 H -4.701 4.850 -1.291
50 H 0.499 2.129 -1.196
51 H -3.739 5.257 -2.725
52 H 2.297 -0.159 3.623
53 H -1.726 5.734 -6.652
54 H -5.480 5.459 -2.759
55 H -1.610 0.813 3.352
56 H -5.785 3.845 -6.442
57 H 5.578 -6.392 5.910
58 H -1.735 1.283 1.679
59 H -2.284 3.853 -8.240
60 H -5.406 3.207 -8.031
61 H -5.013 0.979 -7.159
62 H 1.247 -5.896 5.099
63 H -1.545 -1.556 2.827
64 H 5.745 -4.152 7.283
65 H 5.279 -4.410 4.352
66 H -1.350 2.751 -7.239
67 H -5.872 3.069 -2.707
68 H 3.292 -1.590 3.898
69 H 3.700 -5.604 5.499
70 H 0.038 -3.729 5.512
71 H 2.868 -2.398 1.605
72 H -4.192 2.713 -2.360

***

Copy entry 3 word for word.
Entry from the Open Molecules 2025 dataset: a 3-piece molecular cluster, C17H40FN4O8P2 overall in a non-equilibrium geometry (the ωB97M-V functional and the def2-TZVPD basis).

Computed properties:
HOMO-LUMO gap = 8.41 eV
Maximum force = 0.0953 Eh/bohr
Charge = +1
HOMO level = -11.563 eV

CARTESIAN COORDINATES (ANGSTROEM)
1 P 1.059 0.571 1.057
2 P -3.193 3.034 -4.949
3 F 7.432 -5.787 6.422
4 O -3.704 2.129 -6.132
5 O 2.121 1.368 0.434
6 O 0.125 0.599 2.334
7 O -2.285 2.933 -3.797
8 O -4.643 3.329 -4.295
9 O -0.119 0.511 -0.030
10 O 1.524 -0.985 1.074
11 O -2.959 4.438 -5.698
12 N 1.974 -2.948 5.932
13 N 1.704 -5.045 5.388
14 N 4.311 -2.963 6.281
15 N 3.034 -4.856 5.611
16 C 6.062 -4.393 5.112
17 C -1.453 3.796 -7.537
18 C -1.314 0.531 2.341
19 C 0.558 0.303 -2.358
20 C -4.848 3.406 -2.887
21 C 5.636 -3.580 6.358
22 C -1.832 -0.855 2.039
23 C -1.700 4.692 -6.339
24 C 1.104 -3.874 5.602
25 C -4.678 4.823 -2.381
26 C 2.434 -1.204 3.343
27 C -0.045 1.191 -1.293
28 C -5.073 1.796 -6.439
29 C 3.177 -3.555 5.960
30 C 6.417 -5.829 5.486
31 C 2.661 -1.354 1.848
32 C -5.826 2.949 -7.058
33 H -1.068 1.449 -1.568
34 H -0.536 4.092 -8.047
35 H -5.574 1.394 -5.562
36 H 6.823 -6.333 4.608
37 H -6.872 2.672 -7.188
38 H 3.525 -0.764 1.529
39 H -0.895 4.586 -5.607
40 H -1.439 -1.245 1.102
41 H 0.735 0.869 -3.272
42 H 1.538 -1.739 3.652
43 H 6.335 -2.753 6.454
44 H -2.920 -0.832 1.969
45 H 4.223 -1.993 6.546
46 H 6.985 -3.964 4.729
47 H -0.117 -0.523 -2.589
48 H 1.498 -0.138 -2.025
49 H -4.701 4.850 -1.291
50 H 0.499 2.129 -1.196
51 H -3.739 5.257 -2.725
52 H 2.297 -0.159 3.623
53 H -1.726 5.734 -6.652
54 H -5.480 5.459 -2.759
55 H -1.610 0.813 3.352
56 H -5.785 3.845 -6.442
57 H 5.578 -6.392 5.910
58 H -1.735 1.283 1.679
59 H -2.284 3.853 -8.240
60 H -5.406 3.207 -8.031
61 H -5.013 0.979 -7.159
62 H 1.247 -5.896 5.099
63 H -1.545 -1.556 2.827
64 H 5.745 -4.152 7.283
65 H 5.279 -4.410 4.352
66 H -1.350 2.751 -7.239
67 H -5.872 3.069 -2.707
68 H 3.292 -1.590 3.898
69 H 3.700 -5.604 5.499
70 H 0.038 -3.729 5.512
71 H 2.868 -2.398 1.605
72 H -4.192 2.713 -2.360